Record 1
C21H45BBr4F4KN3O9 | wB97M-V/def2-TZVPD

The largest force on an atom comes out at 0.1522 hartree/bohr. The spin multiplicity is 1. Its HOMO energy is -9.1 eV. The relative energy (zero: lowest compared OMol25 entry of this formula, charge and spin) comes out at 0.0 kJ/mol. The value obtained for the frontier orbital gap is 8.15 eV. The total charge is 0.

Each line ends with the Löwdin charge.
CARTESIAN COORDINATES (ANGSTROEM)
Br -1.197 -2.436 -2.737  0.68
Br -2.008 4.510 2.105  0.63
Br -3.455 2.532 4.486  0.61
Br -0.721 -5.053 0.975  0.67
K 2.703 2.114 0.100  0.92
F -1.141 0.221 0.392  0.06
F 0.784 1.232 1.340  -0.06
F 0.243 -1.060 1.839  0.07
F 1.067 -0.419 -0.261  0.03
O -6.257 0.853 0.062  0.03
O 2.766 -3.844 -0.683  0.00
O 1.018 0.756 -4.836  0.08
O -1.030 6.452 -3.069  0.15
O -2.340 4.678 -3.535  0.05
O -2.268 6.357 -4.901  0.02
O 5.021 -0.640 2.907  0.06
O 4.159 1.329 2.822  0.12
O 3.904 -0.071 4.495  0.10
N -5.403 -1.093 0.802  -0.18
N 3.046 -3.921 1.598  -0.18
N 2.280 -0.758 -3.954  -0.18
C -4.211 -1.076 -0.073  -0.02
C -1.859 7.668 -5.241  -0.05
C 1.599 0.554 4.929  -0.05
C -2.090 2.517 -2.511  -0.04
C -2.917 2.860 1.740  -0.75
C -1.939 4.013 -2.366  -0.25
C 2.740 -1.482 -2.744  -0.03
C 2.516 -3.422 0.432  -0.36
C 2.816 -3.284 2.897  -0.05
C -1.429 -4.360 -0.682  -0.71
C -5.797 -2.362 1.309  -0.08
C 2.825 -1.142 -5.224  -0.05
C 5.510 -0.439 1.621  -0.02
C 3.049 0.828 5.193  -0.20
C 4.351 0.311 3.370  -0.77
C 1.350 0.159 -3.919  -0.48
C -6.339 -0.144 0.719  -0.38
C -2.752 1.869 2.798  -0.71
C -0.883 -2.990 -0.901  -0.71
C -1.802 5.896 -3.760  -0.62
C 3.950 -5.070 1.533  -0.04
B 0.221 -0.016 0.843  -1.11
H -5.545 -2.453 2.376  0.09
H 1.383 0.682 3.864  0.07
H -3.472 -1.752 0.339  0.07
H 1.274 -0.446 5.195  0.09
H -1.223 -5.021 -1.521  0.05
H 1.816 -2.594 0.659  0.11
H 4.683 -0.489 0.910  0.10
H 6.185 -1.269 1.477  0.11
H 6.025 0.512 1.519  0.10
H 3.752 -3.077 3.402  0.08
H -0.963 4.375 -2.019  0.12
H -1.740 1.514 2.960  0.05
H -3.326 0.974 2.568  0.06
H 3.458 -5.852 0.952  0.09
H 3.789 -1.729 -2.880  0.09
H 2.063 -1.057 -6.004  0.09
H -2.354 7.943 -6.170  0.09
H 0.195 -3.010 -0.799  0.01
H -2.189 8.425 -4.512  0.10
H -1.358 2.166 -3.240  0.08
H 4.083 -5.445 2.546  0.08
H -1.304 -2.255 -0.236  0.03
H 0.926 0.267 -2.912  0.12
H 2.185 -3.945 3.525  0.10
H -7.222 -0.339 1.352  0.14
H -2.514 4.316 -1.466  0.12
H -5.223 -3.166 0.850  0.08
H -3.123 2.220 -2.661  0.09
H 2.702 -0.757 -1.923  0.06
H 3.592 -0.427 -5.563  0.10
H 3.238 -2.136 -5.179  0.08
H -3.804 -0.072 -0.112  0.07
H 0.982 1.343 5.370  0.09
H 3.279 1.863 4.914  0.13
H 2.214 -2.380 2.831  0.07
H 2.170 -2.371 -2.516  0.06
H -0.778 7.772 -5.348  0.10
H -1.825 2.038 -1.555  0.06
H -3.974 2.981 1.512  0.07
H 4.903 -4.841 1.063  0.09
H -4.428 -1.432 -1.090  0.10
H 3.274 0.811 6.259  0.13
H -6.849 -2.612 1.182  0.09
H -2.517 2.462 0.804  0.04
H -2.520 -4.362 -0.633  0.05

---

Record 2
C21H45BN3O13 | wB97M-V/def2-TZVPD

The largest force on an atom comes out at 0.0641 hartree/bohr. The spin multiplicity is 1. Its HOMO energy is -10.2 eV. The value obtained for the frontier orbital gap is 8.24 eV. The total charge is +1.

Each line ends with the Löwdin charge.
CARTESIAN COORDINATES (ANGSTROEM)
O -1.179 0.726 2.085  0.22
O 2.462 0.960 1.982  -0.06
O 4.744 -0.351 4.773  -0.10
O -0.337 2.168 3.614  0.14
O -1.184 4.226 1.543  0.15
O -1.617 -1.154 -2.016  0.09
O -1.732 2.275 0.507  0.19
O 1.378 6.514 -1.202  -0.06
O -3.957 -4.798 -5.416  -0.09
O -4.226 -1.111 -0.602  0.16
O 2.712 2.424 0.322  -0.05
O -1.075 0.255 -0.377  0.25
O -3.110 0.322 0.735  0.28
N -3.245 -4.237 -2.751  -0.34
N 1.827 -1.153 4.598  -0.35
N 0.806 3.852 -2.649  -0.32
C -3.285 -0.464 -0.306  -0.38
C 0.544 -0.776 3.826  0.03
C -4.184 -5.384 -3.082  -0.08
C 1.541 5.213 -0.604  -0.20
C -0.815 1.946 2.522  -0.34
C -1.908 -0.482 -1.054  -0.37
C 0.858 4.640 -3.949  0.02
C 1.773 -2.408 5.346  -0.01
C -4.096 -5.908 -4.541  -0.20
C 2.862 -1.268 3.541  -0.15
C -0.563 4.018 -2.130  -0.01
C 1.906 4.222 -1.660  -0.08
C -1.880 -4.446 -3.333  0.03
C 4.243 2.523 2.032  -0.01
C 0.983 2.398 -3.080  0.03
C 4.294 -1.483 3.987  -0.18
C 3.030 1.917 1.412  -0.71
C -3.855 -2.943 -3.220  0.00
C -1.216 3.021 1.510  -0.33
C -3.107 -4.122 -1.260  0.02
C 2.198 -0.054 5.537  0.03
B -1.777 0.850 0.774  -0.96
H 1.775 4.395 -4.448  0.10
H 0.142 2.021 -3.637  0.10
H 4.578 2.162 2.991  0.05
H -2.769 -5.080 -0.888  0.11
H 1.607 -3.188 4.656  0.09
H 1.394 0.020 6.234  0.11
H -4.762 -2.796 -2.662  0.09
H -0.347 -0.717 4.474  0.12
H 0.870 -2.360 6.048  0.14
H 2.782 -0.312 2.963  0.08
H 1.798 2.419 -3.817  0.11
H 3.161 -0.306 5.919  0.08
H -4.165 -2.941 -4.270  0.10
H 2.294 0.832 4.901  0.12
H -0.627 3.423 -1.204  0.10
H 2.580 4.674 -2.408  0.15
H 4.467 -2.293 4.661  0.11
H 2.353 5.286 0.155  0.15
H -1.490 -5.355 -2.880  0.12
H -1.301 3.737 -2.864  0.11
H -0.028 4.436 -4.541  0.11
H 4.067 3.575 2.213  0.07
H 4.867 -1.600 3.077  0.13
H 2.573 -2.098 2.872  0.15
H -4.043 -3.815 -0.813  0.11
H -1.192 -3.634 -3.000  0.12
H -3.970 -6.198 -2.383  0.13
H -2.356 -3.367 -1.179  0.08
H 1.076 7.120 -0.539  0.08
H -5.046 -6.377 -4.721  0.12
H 1.158 1.715 -2.244  0.11
H 5.166 0.292 4.179  0.09
H -2.023 -4.416 -4.368  0.08
H -5.213 -5.058 -2.871  0.14
H 2.249 3.346 -1.172  0.06
H 0.786 0.121 3.245  0.06
H 0.964 5.647 -3.616  0.09
H 2.636 -2.518 5.974  0.10
H 5.062 2.406 1.297  0.09
H 0.372 -1.519 3.067  0.10
H -3.235 -6.559 -4.646  0.12
H -4.569 -4.943 -6.170  0.13
H -0.821 5.033 -1.880  0.11
H -3.204 -2.084 -2.967  0.09
H 0.570 4.947 -0.152  0.10

---

Record 3
C21H45CeOP3Se | wB97M-V/def2-TZVPD

The largest force on an atom comes out at 0.0602 hartree/bohr. Its expectation value of S² is 1.16. The spin multiplicity is 2. Its HOMO energy (spin up / spin down) is -16.8 / -16.8 eV. The value obtained for the frontier orbital gap (spin up / spin down) is 4.66 / 5.10 eV. The total charge is +3.

Each line ends with the Löwdin charge.
CARTESIAN COORDINATES (ANGSTROEM)
Ce -0.795 0.178 -0.022  0.67
Se 1.425 1.818 -0.982  0.94
P 1.521 -1.766 -0.932  0.73
P 1.469 -0.777 1.958  0.75
P -1.225 -2.520 1.177  0.71
O -1.171 1.804 1.934  -0.36
C 1.755 -3.566 -0.721  -0.23
C -0.444 -3.887 2.116  -0.23
C -2.035 -3.475 -0.153  -0.23
C -3.577 1.789 -4.975  -0.04
C -0.477 3.021 2.364  -0.14
C 0.675 3.785 -5.136  0.03
C -2.272 2.545 3.953  -0.11
C 1.979 3.479 -4.735  -0.01
C -2.245 1.463 2.879  -0.15
C -3.313 0.855 -4.033  -0.07
C 0.742 -0.545 3.637  -0.23
C 3.274 -1.246 -0.981  -0.26
C -0.181 2.958 -3.024  -0.10
C 2.738 0.561 1.971  -0.25
C -1.244 3.600 3.550  -0.11
C 2.217 2.906 -3.488  -0.06
C -2.632 -2.250 2.321  -0.24
C 2.573 -2.217 2.322  -0.22
C -0.401 3.497 -4.288  -0.01
C 1.132 2.628 -2.630  -0.58
C 1.178 -1.709 -2.741  -0.25
H -3.184 1.405 2.317  0.13
H -3.315 -1.495 1.920  0.05
H 0.558 2.770 2.622  0.11
H 2.053 -2.077 -3.287  0.07
H -3.275 2.977 4.026  0.13
H 0.488 4.262 -6.111  0.15
H 0.351 -4.372 1.538  0.04
H -0.022 -3.527 3.061  0.05
H -1.300 -4.040 -0.741  0.05
H 2.301 -3.797 0.199  0.04
H 2.248 1.530 2.108  0.03
H 0.980 -0.681 -3.055  0.02
H -3.059 1.080 -2.995  0.01
H -3.470 2.858 -4.916  0.04
H -3.426 -0.161 -4.376  0.05
H 0.794 -4.091 -0.705  0.03
H 3.264 0.587 1.007  0.01
H 3.749 -1.762 -1.822  0.07
H 0.322 0.464 3.728  0.04
H -2.271 -1.907 3.295  0.05
H -2.050 0.470 3.309  0.10
H 2.345 -3.935 -1.569  0.08
H 3.223 2.654 -3.161  0.12
H 2.815 3.677 -5.394  0.13
H 3.084 -2.045 3.281  0.08
H -1.427 3.676 -4.605  0.11
H -2.756 -4.167 0.300  0.08
H 3.466 0.389 2.776  0.08
H -3.163 -3.198 2.440  0.07
H -3.988 1.453 -5.932  0.07
H -1.214 -4.635 2.348  0.08
H 3.333 -2.358 1.548  0.03
H -0.452 3.699 1.504  0.13
H -0.062 -1.273 3.816  0.03
H -0.563 3.828 4.370  0.13
H -1.726 4.533 3.281  0.13
H 1.524 -0.682 4.398  0.08
H -2.049 2.115 4.931  0.13
H -2.570 -2.797 -0.831  0.05
H 0.310 -2.332 -2.969  0.06
H -0.674 -0.001 -1.866  -0.07
H 3.333 -0.163 -1.144  0.00
H 1.993 -3.143 2.409  0.03
H -1.000 2.778 -2.329  0.09
H 3.819 -1.498 -0.065  0.04